No. 1
Density functional theory data (ωB97M-V with the def2-TZVPD basis set) for C25H31IrN8O2 as an isolated structure.

```
! wB97M-V def2-TZVPD RIJCOSX def2/J DEFGRID3
* xyz 2 5
Ir -0.19 0.66 0.39
O -3.38 0.62 2.90
O -1.58 -0.35 -1.10
N -0.80 2.63 -0.10
N 0.42 -0.35 2.44
N -2.20 0.14 0.96
N 1.80 -0.16 -0.05
N -1.53 4.63 0.33
N -0.47 6.73 0.79
N 1.30 7.70 1.54
N 0.28 7.03 1.90
C 2.56 -0.06 1.22
C 1.84 -0.78 2.34
C -0.20 7.24 -1.69
C 0.45 3.90 1.69
C -4.78 -0.74 -1.49
C -1.87 2.89 -0.96
C -1.65 5.96 0.96
C -3.97 -0.42 -0.42
C 1.82 8.56 -2.02
C -2.32 4.13 -0.69
C 2.12 8.56 -0.68
C 2.38 0.76 -1.06
C 1.77 -1.54 -0.58
C 0.11 7.25 -0.33
C 0.21 0.67 3.49
C 0.67 7.91 -2.52
C -6.68 -0.43 -0.02
C -0.45 -1.52 2.71
C 1.25 7.89 0.17
C -5.86 -0.09 1.06
C -2.53 -0.26 -0.27
C -6.16 -0.74 -1.27
C -4.50 -0.09 0.83
C -3.37 0.27 1.75
C -0.62 3.71 0.67
H 2.99 9.06 -0.29
H 2.47 9.08 -2.72
H -6.82 -0.99 -2.08
H -4.37 -1.00 -2.46
H 0.90 1.50 3.35
H -1.09 6.75 -2.08
H 1.28 -1.54 -1.55
H 1.87 -1.85 2.18
H 1.23 -2.20 0.09
H -6.27 0.16 2.03
H 3.42 0.49 -1.26
H -1.80 5.85 2.03
H -2.53 6.45 0.53
H 2.35 -0.58 3.28
H 2.68 1.00 1.45
H 1.82 0.69 -1.99
H 2.36 1.79 -0.70
H 0.04 4.16 2.66
H 1.02 2.97 1.77
H -0.82 1.01 3.47
H -1.45 -1.19 2.96
H -0.03 -2.09 3.54
H -2.19 2.19 -1.70
H 0.47 7.94 -3.58
H -7.75 -0.44 0.12
H 1.13 4.70 1.39
H -3.12 4.71 -1.13
H -0.50 -2.17 1.83
H 0.41 0.22 4.47
H 2.79 -1.91 -0.69
H 3.56 -0.48 1.10
*
```

Properties
HOMO energy (spin up / spin down) = -13.498 / -13.499 eV
energy above the lowest of the compared OMol25 structures with the same formula, charge and spin = 0.0 kJ/mol
orbital gap (spin up / spin down) = 7.5 / 4.7 eV
<S²> = 6.009
molar mass = 667.8 g/mol
LUMO (spin up / spin down) = -5.978 / -8.807 eV


No. 2
Density functional theory data (ωB97M-V with the def2-TZVPD basis set) for C13H24Cl2EuNO4P2 as an isolated structure at a distorted geometry.

```
! wB97M-V def2-TZVPD RIJCOSX def2/J DEFGRID3
* xyz 2 7
Eu 0.49 0.35 1.28
Cl -0.47 5.33 3.28
Cl -1.70 3.27 4.95
P -2.23 -1.09 1.13
P 1.59 1.45 -1.24
O -1.64 2.25 1.57
O 0.34 2.38 2.65
O 2.26 -1.44 1.98
O 3.39 0.83 2.04
N -0.16 -0.99 -1.24
C 0.19 -1.56 -3.55
C -2.57 -2.11 2.61
C -0.42 -2.79 -3.38
C -0.95 -3.09 -2.13
C -1.49 3.90 3.31
C 0.30 -0.68 -2.48
C -3.89 -1.14 0.36
C -0.87 2.75 2.44
C 3.31 0.85 -1.36
C -1.42 -2.53 0.25
C 0.93 0.66 -2.76
C -0.83 -2.16 -1.09
C 1.80 3.06 -2.04
H -3.85 -1.06 -0.73
H 2.56 3.00 -2.83
H 2.53 -2.37 2.00
H 3.79 1.28 -2.25
H 3.09 -0.89 1.87
H 0.60 -1.25 -4.51
H 4.29 1.10 1.85
H -1.47 -4.02 -1.92
H 0.86 3.39 -2.51
H -2.47 4.16 2.90
H 3.02 1.59 2.53
H 1.73 0.54 -3.52
H 2.12 3.79 -1.29
H -1.67 -2.64 2.94
H -0.60 -2.90 0.91
H -3.36 -2.85 2.40
H 3.87 1.18 -0.48
H 3.37 -0.24 -1.45
H -2.17 -3.33 0.12
H -0.48 -3.51 -4.19
H -4.44 -2.05 0.62
H -4.47 -0.29 0.76
H 0.15 1.31 -3.20
H -2.92 -1.44 3.40
*
```

Properties
HOMO energy (spin up / spin down) = -15.264 / -15.266 eV
energy above the lowest of the compared OMol25 structures with the same formula, charge and spin = 144.5 kJ/mol
orbital gap (spin up / spin down) = 5.2 / 8.7 eV
<S²> = 12.028
molar mass = 543.2 g/mol
LUMO (spin up / spin down) = -10.037 / -6.534 eV


No. 3
Density functional theory data (ωB97M-V with the def2-TZVPD basis set) for a 3-piece molecular cluster, C4H14O3 overall at a distorted geometry.

```
! wB97M-V def2-TZVPD RIJCOSX def2/J DEFGRID3
* xyz 0 1
O -2.15 -5.10 -1.55
O -1.09 2.26 0.57
O -2.94 -2.90 -0.30
C 1.40 0.65 0.86
C 0.11 2.69 0.06
C 0.65 1.34 -0.36
C 2.97 0.76 0.54
H -1.41 3.03 1.03
H 1.18 1.34 1.73
H 3.18 -0.05 -0.29
H -0.20 0.65 -0.68
H -2.25 -4.41 -0.87
H -3.07 -5.55 -1.71
H 0.06 3.42 -0.80
H 3.58 0.61 1.46
H 1.37 1.46 -1.19
H 3.13 1.67 0.04
H -2.83 -2.25 0.41
H -3.54 -2.57 -0.90
H 1.10 -0.29 1.13
H 0.77 3.24 0.80
*
```

Properties
HOMO energy = -10.363 eV
energy above the lowest of the compared OMol25 structures with the same formula, charge and spin = 180.8 kJ/mol
orbital gap = 10.9 eV
molar mass = 110.2 g/mol
LUMO = 0.520 eV
SMILES = CCCCO.O.O


No. 4
Density functional theory data (ωB97M-V with the def2-TZVPD basis set) for a 2-piece molecular cluster, C4H14NO2 overall at a distorted geometry.

```
! wB97M-V def2-TZVPD RIJCOSX def2/J DEFGRID3
* xyz 1 1
O 2.16 -1.16 3.48
O 0.99 0.47 -2.31
N -0.04 -0.47 1.34
C 0.29 1.52 -1.63
C -0.34 -1.08 0.04
C -1.39 -0.31 -0.78
C -1.13 1.16 -1.28
H 3.07 -1.63 3.33
H -0.97 -0.27 1.84
H -1.92 1.28 -2.02
H 0.43 -0.95 2.10
H 0.50 -1.00 -0.74
H -1.77 -0.85 -1.65
H -0.77 -2.09 0.12
H 0.93 1.51 -0.75
H -2.37 -0.35 -0.17
H 0.51 0.39 1.23
H 0.58 0.06 -3.08
H -1.68 1.80 -0.54
H 2.63 -0.38 3.83
H 0.29 2.34 -2.37
*
```

Properties
HOMO energy = -13.906 eV
energy above the lowest of the compared OMol25 structures with the same formula, charge and spin = 248.9 kJ/mol
orbital gap = 10.5 eV
molar mass = 108.2 g/mol
LUMO = -3.401 eV


No. 5
Density functional theory data (ωB97M-V with the def2-TZVPD basis set) for a 2-piece molecular cluster, C2H4ClNS overall at a distorted geometry.

```
! wB97M-V def2-TZVPD RIJCOSX def2/J DEFGRID3
* xyz 0 1
Cl 1.82 -1.15 -0.71
S -0.86 1.12 1.44
N -0.81 0.66 -1.09
C 0.91 -0.46 0.74
C -0.29 0.26 0.11
H 0.49 -1.45 1.13
H -1.74 1.38 -0.83
H -1.17 -0.38 -2.01
H 1.65 0.02 1.22
*
```

Properties
HOMO energy = -8.726 eV
energy above the lowest of the compared OMol25 structures with the same formula, charge and spin = 372.2 kJ/mol
orbital gap = 8.0 eV
molar mass = 109.6 g/mol
LUMO = -0.683 eV


No. 6
Density functional theory data (ωB97M-V with the def2-TZVPD basis set) for a 9-piece molecular cluster, C9H16Cl20 overall at a distorted geometry.

```
! wB97M-V def2-TZVPD RIJCOSX def2/J DEFGRID3
* xyz 0 1
Cl 0.51 -4.12 2.13
Cl 3.50 2.20 -0.63
Cl -0.45 -2.02 -2.26
Cl -1.29 -3.69 -4.54
Cl -1.01 1.77 -5.97
Cl -1.22 -1.32 4.58
Cl 3.31 -3.49 1.44
Cl -3.72 0.03 2.41
Cl 3.11 2.65 2.20
Cl -3.50 1.16 -0.90
Cl -0.20 1.25 -3.20
Cl 3.52 -0.72 -2.81
Cl -0.49 1.16 1.78
Cl 1.23 0.13 5.14
Cl -3.79 -0.28 -3.38
Cl 2.95 4.90 0.34
Cl 5.91 -0.30 -1.14
Cl 2.51 -3.68 4.21
Cl -3.84 2.46 4.09
Cl 1.33 -0.67 0.47
C -3.94 1.78 2.45
C -0.06 -2.53 -3.94
C -3.46 -0.42 -1.64
C -1.40 2.09 -4.27
C 0.00 0.45 0.23
C 1.99 -3.26 2.57
C 2.67 3.17 0.59
C -0.53 0.19 5.19
C 4.44 -1.20 -1.35
H -0.93 1.00 4.59
H 4.67 -2.26 -1.40
H 1.60 3.01 0.47
H 0.86 -3.09 -3.86
H -0.85 -0.04 -0.22
H -0.07 -1.63 -4.53
H -3.16 2.21 1.84
H -4.93 2.02 2.07
H 3.86 -1.08 -0.44
H -0.88 0.30 6.22
H -4.24 -1.04 -1.21
H -1.28 3.15 -4.13
H -2.36 1.70 -3.98
H 0.42 1.25 -0.37
H -2.52 -0.95 -1.50
H 1.71 -2.22 2.64
*
```

Properties
HOMO energy = -10.870 eV
energy above the lowest of the compared OMol25 structures with the same formula, charge and spin = 0.0 kJ/mol
orbital gap = 11.1 eV
molar mass = 833.3 g/mol
LUMO = 0.190 eV
SMILES = ClC(Cl)Cl.ClC(Cl)Cl.ClCCl.ClCCl.ClCCl.ClCCl.ClCCl.ClCCl.ClCCl


No. 7
Density functional theory data (ωB97M-V with the def2-TZVPD basis set) for C35H62AsBr2CrN5O5SSi3 as an isolated structure at a distorted geometry.

```
! wB97M-V def2-TZVPD RIJCOSX def2/J DEFGRID3
* xyz 1 2
Br 4.47 -0.81 -2.02
Br 7.84 0.62 2.27
As -0.15 -2.15 -1.27
Cr 0.97 0.72 1.33
S -0.60 1.44 3.10
Si 1.09 -4.25 -1.23
Si -0.24 -1.60 -3.64
Si -2.46 -2.75 -0.91
O 2.30 0.07 0.02
O -0.71 0.37 0.04
O -1.74 3.55 -2.99
O 1.98 3.85 -0.01
O 1.07 -1.18 2.29
N 2.57 1.26 2.30
N -3.23 1.32 2.89
N -2.14 2.74 1.43
N 0.48 2.20 0.10
N -1.18 1.95 -1.53
C 1.46 -0.87 -4.11
C 0.50 -5.66 -0.07
C 0.97 3.35 -0.46
C -3.50 -1.19 -0.48
C 4.66 -0.12 -0.28
C 1.66 -3.32 3.14
C 5.93 0.01 0.27
C 0.16 -3.24 2.82
C -0.33 5.33 -0.96
C -2.71 -3.91 0.60
C 1.25 -5.11 -2.93
C -2.10 1.85 2.43
C 1.70 2.95 -3.34
C -0.99 3.20 -2.12
C -1.60 -0.28 -3.96
C -1.08 6.27 -1.89
C -3.35 3.29 0.82
C 6.10 0.54 1.52
C 3.71 0.85 1.70
C 2.82 -3.69 -0.63
C 3.51 0.23 0.43
C -3.96 4.39 1.69
C -3.35 0.40 4.00
C -3.28 -3.63 -2.40
C 2.68 1.92 3.44
C 2.17 -1.89 2.86
C 3.91 2.15 4.07
C 0.18 4.00 -1.59
C -0.11 -1.74 2.85
C -4.15 1.05 5.12
C 5.07 1.71 3.49
C -0.47 1.48 -0.47
C 5.00 1.03 2.26
C -0.61 -2.99 -4.90
C 1.13 4.25 -2.78
H 1.45 -0.44 -5.10
H 2.75 -2.76 -0.06
H 1.83 -6.02 -2.83
H -3.86 -0.50 3.64
H 2.11 2.33 -2.54
H -1.20 0.73 -3.97
H -3.76 -0.61 -1.37
H 1.75 -4.48 -3.65
H -0.97 5.08 -0.11
H -4.23 4.00 2.67
H -0.95 -1.44 2.22
H 1.18 -6.50 -0.17
H 6.79 -0.31 -0.30
H -2.93 -0.54 0.19
H 2.50 3.17 -4.05
H -2.74 -4.53 -2.67
H 1.95 4.88 -2.43
H 2.23 -1.64 -4.09
H -0.42 6.69 -2.64
H -1.89 1.35 -1.93
H 0.49 -5.40 0.99
H -2.39 -0.33 -3.21
H -0.03 -3.60 1.81
H -4.11 1.69 2.56
H 2.99 -1.88 2.14
H -0.46 -3.78 3.53
H -2.35 0.14 4.33
H 6.03 1.89 3.95
H -2.07 -0.45 -4.92
H 3.47 -3.51 -1.48
H 0.94 2.37 -3.87
H -3.72 -4.32 0.60
H 2.49 -1.39 3.79
H -4.06 2.47 0.66
H -1.50 7.09 -1.31
H 0.27 -5.39 -3.32
H 0.59 4.78 -3.57
H -2.57 -3.39 1.54
H -0.24 -1.38 3.87
H -3.07 3.68 -0.16
H 1.76 2.29 3.88
H 1.76 -0.10 -3.41
H 0.23 -3.66 -5.04
H -4.27 0.35 5.94
H -3.33 -3.00 -3.28
H -3.24 5.19 1.82
H 0.56 5.84 -0.56
H -1.46 -3.60 -4.62
H 3.93 2.68 5.01
H -3.62 1.93 5.49
H -4.30 -3.93 -2.17
H -4.43 -1.45 0.01
H 2.15 -4.05 2.50
H -2.03 -4.76 0.58
H -1.27 3.23 1.25
H 3.31 -4.44 0.00
H -1.89 5.76 -2.40
H -4.85 4.79 1.21
H 1.83 -3.60 4.18
H -0.83 -2.55 -5.87
H -0.49 -6.02 -0.33
H -5.13 1.35 4.77
*
```

Properties
HOMO energy (spin up / spin down) = -9.861 / -9.857 eV
orbital gap (spin up / spin down) = 6.0 / 6.6 eV
<S²> = 0.771
molar mass = 1036.0 g/mol
LUMO (spin up / spin down) = -3.876 / -3.286 eV


No. 8
Density functional theory data (ωB97M-V with the def2-TZVPD basis set) for an isolated ion of composition C8H20FN4O and charge +1 at a distorted geometry.

```
! wB97M-V def2-TZVPD RIJCOSX def2/J DEFGRID3
* xyz 1 1
F -0.10 -1.52 -1.47
O 1.44 2.65 -0.10
N -1.23 2.24 1.33
N 3.04 -0.98 -0.37
N 1.00 0.40 -0.87
N -2.65 -2.52 0.23
C -1.20 0.13 -0.04
C -2.54 -0.18 -0.70
C 2.43 -0.04 -1.22
C -3.31 -1.24 0.11
C 0.76 1.51 0.13
C 3.36 -0.54 0.98
C -0.76 1.64 0.10
C 0.03 -0.66 -0.50
H 2.56 -1.87 -0.39
H -3.45 -0.87 1.12
H 2.35 -0.48 -2.20
H 3.75 0.47 0.99
H -4.30 -1.36 -0.32
H 2.51 -0.58 1.66
H -2.29 -2.85 -0.66
H -0.86 1.74 2.13
H -2.24 2.24 1.37
H -2.40 -0.60 -1.68
H 4.10 -1.19 1.41
H 2.38 2.51 0.09
H 0.45 -1.09 0.40
H -1.11 2.25 -0.72
H 3.05 0.84 -1.34
H -1.34 -0.17 0.99
H -3.16 0.71 -0.77
H 0.70 0.85 -1.74
H 0.94 1.08 1.12
H -1.91 -2.49 0.91
*
```

Properties
HOMO energy = -12.387 eV
energy above the lowest of the compared OMol25 structures with the same formula, charge and spin = 105.6 kJ/mol
orbital gap = 9.6 eV
molar mass = 207.3 g/mol
LUMO = -2.743 eV
SMILES = CNC[N@H+]1[C@H](F)[C@H](CCN)[C@@H](N)[C@@H]1O


No. 9
Density functional theory data (ωB97M-V with the def2-TZVPD basis set) for a 2-piece molecular cluster, C3H10NOS overall at a distorted geometry.

```
! wB97M-V def2-TZVPD RIJCOSX def2/J DEFGRID3
* xyz -1 1
S 2.66 -0.22 -0.19
O -0.98 -0.32 0.78
N -2.19 -0.30 -1.33
C -1.90 0.32 0.05
C 1.34 0.90 -0.70
C 1.97 -0.89 1.35
H -2.09 -1.31 -1.18
H 1.69 1.89 -0.41
H 0.45 0.71 -0.09
H 0.89 -0.69 1.27
H -2.85 0.44 0.66
H -3.16 -0.14 -1.64
H -1.53 1.34 -0.27
H 1.11 0.74 -1.75
H 2.46 -0.50 2.24
H 2.13 -1.97 1.22
*
```

Properties
HOMO energy = -3.004 eV
energy above the lowest of the compared OMol25 structures with the same formula, charge and spin = 183.6 kJ/mol
orbital gap = 6.6 eV
molar mass = 108.2 g/mol
LUMO = 3.617 eV


No. 10
Density functional theory data (ωB97M-V with the def2-TZVPD basis set) for one molecule with the formula C10H14O2 at a distorted geometry.

```
! wB97M-V def2-TZVPD RIJCOSX def2/J DEFGRID3
* xyz 0 1
O 1.71 0.95 0.06
O 3.37 -0.55 -0.61
C -0.12 -0.30 -0.75
C 0.35 0.83 0.18
C 0.12 0.71 1.61
C -1.45 1.25 2.02
C -2.66 0.42 1.49
C 1.04 -0.90 -1.10
C 0.86 -2.22 -1.87
C 2.21 -0.13 -0.47
C -1.66 -0.46 -0.97
C -2.75 0.45 0.03
H -0.20 1.92 -0.01
H 1.45 -2.05 -2.87
H -1.63 2.20 1.75
H -1.95 0.16 -1.98
H -0.17 -2.54 -1.96
H -1.64 -1.66 -0.96
H -2.90 1.42 -0.36
H -1.49 1.12 3.14
H 1.10 -2.95 -1.01
H -3.67 -0.02 -0.44
H -2.73 -0.68 1.81
H 0.79 1.26 2.17
H 0.01 -0.39 1.95
H -3.42 1.08 2.11
*
```

Properties
HOMO energy = -9.385 eV
energy above the lowest of the compared OMol25 structures with the same formula, charge and spin = 426.7 kJ/mol
orbital gap = 10.0 eV
molar mass = 166.2 g/mol
LUMO = 0.629 eV
SMILES = CC1=C2CCCCC[C@H]2OC1=O


No. 11
Density functional theory data (ωB97M-V with the def2-TZVPD basis set) for one molecule with the formula CH5N3 at a distorted geometry.

```
! wB97M-V def2-TZVPD RIJCOSX def2/J DEFGRID3
* xyz 0 1
N 0.95 1.63 1.01
N -0.92 -1.13 -0.68
N 0.07 -0.57 0.18
C 0.42 0.82 0.09
H 0.80 1.18 2.00
H 0.38 -1.10 0.96
H -1.68 -0.43 -1.08
H 0.30 1.20 -0.95
H -0.31 -1.60 -1.53
*
```

Properties
HOMO energy = -8.856 eV
energy above the lowest of the compared OMol25 structures with the same formula, charge and spin = 283.0 kJ/mol
orbital gap = 9.8 eV
molar mass = 59.1 g/mol
LUMO = 0.940 eV
SMILES = [H]/N=C\NN


No. 12
Density functional theory data (ωB97M-V with the def2-TZVPD basis set) for a 3-piece molecular cluster, C6H15INO2 overall at a distorted geometry.

```
! wB97M-V def2-TZVPD RIJCOSX def2/J DEFGRID3
* xyz 1 1
I -1.32 0.52 -2.71
O 1.81 -0.61 -0.11
O 1.34 1.55 -0.31
N -1.34 -1.55 0.87
C 3.06 -0.57 -0.85
C -1.67 0.94 1.42
C 2.78 -0.94 -2.36
C -2.74 0.75 2.54
C 1.00 0.38 0.17
C -1.11 -0.43 1.47
H -3.46 0.14 2.19
H 3.77 -0.87 -2.98
H -1.41 1.48 -3.95
H -2.14 0.41 3.32
H -3.15 1.82 2.78
H -2.17 1.17 0.52
H 3.75 -1.34 -0.55
H -0.64 -0.73 2.38
H 2.20 -0.23 -2.74
H 2.12 1.80 -0.80
H -1.70 -1.46 -0.07
H 3.78 0.32 -0.69
H 2.15 -1.87 -2.56
H -1.15 -2.45 1.23
H -1.07 1.80 1.75
*
```

Properties
HOMO energy = -12.972 eV
energy above the lowest of the compared OMol25 structures with the same formula, charge and spin = 341.1 kJ/mol
orbital gap = 9.6 eV
molar mass = 260.1 g/mol
LUMO = -3.357 eV